[1]
A molecular structure, C27H25Cl2FN5O4SSc. Source: the Open Molecules 2025 dataset; level of theory: the ωB97M-V functional and the def2-TZVPD basis.

Geometry as XYZ:
```
66
Properties=species:S:1:pos:R:3:forces:R:3
Sc 1.042 -0.500 -0.651 -0.6 0.2 -0.3
C -4.850 2.674 3.015 0.0 0.0 0.0
C -3.756 2.036 3.860 0.0 0.0 0.0
C -4.271 1.194 5.014 0.0 0.0 0.0
C -5.057 -0.003 4.500 0.0 0.0 0.0
C -4.253 -0.770 3.486 0.0 0.0 0.0
C -4.510 -2.097 3.239 0.0 0.0 0.0
C -3.743 -2.813 2.317 0.0 0.0 0.0
F -4.035 -4.099 2.117 0.0 0.0 0.0
C -2.707 -2.246 1.638 0.0 0.0 0.0
C -2.422 -0.890 1.863 0.0 0.0 0.0
C -1.330 -0.259 1.168 0.1 0.0 0.0
O -0.612 -0.974 0.352 -0.1 -0.1 0.2
C -1.084 1.095 1.429 0.0 0.0 0.0
C -1.887 1.756 2.344 0.0 0.0 0.0
N -2.892 1.187 2.985 0.0 0.0 0.0
C -3.196 -0.153 2.777 0.0 0.0 0.0
C 0.013 1.898 0.790 0.1 -0.1 0.0
O 0.357 2.965 1.241 0.0 0.0 0.0
O 0.567 1.348 -0.270 0.0 0.1 0.0
H -5.490 3.287 3.649 0.0 0.0 0.0
H -5.471 1.923 2.526 0.0 0.0 0.0
H -4.423 3.316 2.245 0.0 0.0 0.0
H -3.094 2.810 4.248 0.0 0.0 0.0
H -4.894 1.821 5.651 0.0 0.0 0.0
H -3.427 0.855 5.619 0.0 0.0 0.0
H -5.998 0.322 4.049 0.0 0.0 0.0
H -5.325 -0.665 5.323 0.0 0.0 0.0
H -5.303 -2.612 3.766 0.0 0.0 0.0
H -2.110 -2.821 0.947 0.0 0.0 0.0
H -1.697 2.801 2.553 0.0 0.0 0.0
N 5.690 0.104 -2.726 -0.2 0.0 0.2
C 4.619 -0.008 -3.685 0.1 0.0 0.1
C 4.997 -0.327 -4.984 0.0 0.0 -0.1
C 4.050 -0.401 -5.986 0.1 0.0 0.0
C 2.720 -0.136 -5.680 -0.1 0.0 0.1
C 2.345 0.174 -4.385 0.0 -0.1 -0.2
C 3.285 0.239 -3.360 -0.1 0.1 0.2
N 2.771 0.623 -2.089 0.2 -0.1 0.2
C 5.766 0.414 -1.478 0.3 0.1 -0.4
C 3.549 1.779 0.172 -0.1 -0.1 0.0
C 3.386 1.466 1.469 0.0 -0.2 0.3
S 3.080 -0.047 2.199 0.1 0.3 -0.3
C 2.775 -0.992 0.706 0.2 -0.4 -0.1
N 3.970 -0.907 -0.212 -0.1 -0.4 0.6
H 6.621 -0.054 -3.120 0.0 0.0 0.0
H 6.042 -0.511 -5.205 0.0 0.0 0.0
H 4.345 -0.644 -6.997 0.0 0.0 0.0
H 1.972 -0.153 -6.462 0.0 0.0 0.0
H 1.315 0.410 -4.148 0.0 0.0 0.0
H 3.412 2.303 2.161 -0.1 0.0 0.0
H 2.737 -2.034 1.034 0.0 0.0 0.0
Cl 3.858 0.427 -0.927 0.2 0.5 -0.2
C 3.450 3.099 -0.495 -0.1 -0.1 -0.1
Cl 4.840 3.407 -1.574 0.1 0.1 0.0
H 3.392 3.860 0.281 0.1 0.1 0.0
H 2.553 3.160 -1.107 0.0 0.0 0.1
C -1.050 -3.297 -2.364 0.0 -0.1 0.0
C 0.204 -2.689 -2.893 0.0 0.0 0.0
N 0.674 -3.075 -4.061 0.0 0.0 0.0
O 0.829 -1.816 -2.233 0.0 -0.1 -0.1
H -0.796 -3.879 -1.476 0.0 0.0 0.0
H -1.541 -3.944 -3.086 0.0 0.0 0.0
H -1.728 -2.504 -2.052 0.0 0.0 0.0
H 1.523 -2.658 -4.416 0.0 0.0 0.0
H 0.207 -3.778 -4.609 0.0 0.0 0.0
```
Positions in Å, forces in eV/Å.

Output
**Highest occupied orbital energy**: -13.69 eV
**DFT total energy**: -103324.8408 eV
**Net charge**: +2
**ΔE to the lowest compared entry with this formula, charge and spin**: 14.575 eV
**HOMO-LUMO gap**: 7.73 eV

Löwdin atomic charge list, values in e, 8 entries: 1.05 -0.01 -0.29 -0.12 -0.12 -0.11 0.09 -0.24

[2]
A molecular structure, C27H25Cl3N5O4PSSeTi at a distorted geometry. Source: the Open Molecules 2025 dataset; level of theory: the ωB97M-V functional and the def2-TZVPD basis.

Geometry as XYZ:
```
68
Properties=species:S:1:pos:R:3:forces:R:3
Ti -0.193 -0.019 1.460 1.8 -1.5 -2.7
N -2.894 0.150 -0.032 0.0 0.1 0.0
P -1.350 0.231 -0.902 -0.9 -0.5 -0.2
C -1.853 1.688 -1.903 0.1 0.0 -0.1
C -1.106 2.858 -1.885 0.0 0.0 0.1
C -1.525 3.971 -2.601 0.0 0.0 0.0
C -2.703 3.931 -3.330 0.0 0.0 0.0
C -3.457 2.764 -3.357 0.0 0.0 0.0
C -3.028 1.648 -2.656 0.0 0.0 0.0
C -1.645 -1.156 -2.076 0.1 0.0 0.0
C -2.019 -2.384 -1.532 0.0 0.0 0.0
C -2.167 -3.497 -2.347 0.0 0.0 0.1
C -1.934 -3.399 -3.711 0.0 0.0 0.0
C -1.548 -2.183 -4.257 0.0 0.0 0.0
C -1.403 -1.068 -3.444 0.0 0.0 0.0
C -3.079 -0.266 1.252 0.1 -0.2 -0.2
C -4.363 -0.292 1.829 -0.1 0.0 0.0
C -4.519 -0.859 3.067 0.0 0.0 -0.1
C -3.422 -1.449 3.702 0.0 -0.1 0.1
C -2.194 -1.357 3.100 -0.3 0.0 0.0
N -2.008 -0.711 1.930 -2.1 -0.4 0.5
H -3.715 0.545 -0.466 0.0 0.0 0.0
H -0.194 2.901 -1.305 0.0 0.0 0.0
H -0.929 4.874 -2.582 0.0 0.0 0.0
H -3.035 4.805 -3.877 0.0 0.0 0.0
H -4.377 2.723 -3.927 0.0 0.0 0.0
H -3.602 0.729 -2.717 0.0 0.0 0.0
H -2.155 -2.479 -0.463 0.0 0.0 0.0
H -2.442 -4.447 -1.906 0.0 0.0 0.0
H -2.033 -4.270 -4.347 0.0 0.0 0.0
H -1.346 -2.105 -5.319 0.0 0.0 0.0
H -1.082 -0.127 -3.872 0.0 0.0 0.0
H -5.203 0.121 1.286 0.0 0.0 0.0
H -5.498 -0.873 3.532 0.0 0.0 0.0
H -3.523 -1.965 4.646 0.0 0.0 0.0
H -1.311 -1.826 3.508 0.1 0.2 0.1
Cl 5.645 -0.855 5.172 0.0 0.0 0.0
C 4.025 -0.542 4.598 0.0 0.0 0.0
C 3.837 -0.119 3.294 0.1 0.0 -0.1
C 2.553 0.129 2.862 -0.1 0.1 0.2
Cl 2.258 0.716 1.248 0.6 0.4 0.1
C 1.419 -0.036 3.678 -0.1 0.3 0.1
O 0.207 0.202 3.249 0.8 0.2 2.4
C 1.674 -0.455 4.992 0.1 0.0 -0.1
Cl 0.320 -0.663 6.057 0.0 0.0 0.0
C 2.953 -0.708 5.455 0.0 0.0 0.0
H 4.679 0.006 2.628 0.0 0.0 0.0
H 3.106 -1.036 6.473 0.0 0.0 0.0
C 4.495 1.521 -2.183 0.0 0.0 0.0
N 3.942 0.287 -1.704 0.0 0.0 0.1
C 4.763 -0.707 -1.033 -0.1 0.0 -0.1
C 3.744 -1.789 -0.650 -0.1 0.0 0.0
N 2.551 -1.376 -1.383 0.1 -0.1 -0.1
C 2.662 -0.127 -1.851 0.1 0.0 -0.1
S 1.417 0.788 -2.512 0.1 0.1 0.0
H 5.089 1.992 -1.396 0.0 0.0 0.0
H 3.678 2.181 -2.466 0.0 0.0 0.0
H 5.135 1.358 -3.058 0.0 0.0 0.0
H 5.248 -0.261 -0.161 0.1 0.0 0.0
H 5.542 -1.086 -1.704 0.0 0.0 0.0
H 3.526 -1.808 0.420 0.0 0.0 0.0
H 4.053 -2.787 -0.958 0.0 0.0 0.0
H 1.650 -1.710 -1.033 -0.1 0.0 0.1
O -1.068 3.988 1.204 -0.1 0.1 -0.1
N -0.460 3.017 1.617 -0.5 -0.1 -0.2
O 0.445 3.075 2.426 0.1 -0.3 -0.1
O -0.847 1.847 1.130 0.2 1.6 0.4
Se 0.616 -2.252 1.094 -0.3 -0.1 -0.2
```
Positions in Å, forces in eV/Å.

Output
**Highest occupied orbital energy (alpha / beta)**: -3.69 / -3.86 eV
**DFT total energy**: -190201.3643 eV
**Net charge**: -1
**ΔE to the lowest compared entry with this formula, charge and spin**: 1.780 eV
**HOMO-LUMO gap (alpha / beta)**: 6.23 / 6.41 eV
**Spin multiplicity**: 2
**Expectation value of S²**: 0.757

Löwdin atomic charge list, values in e, 8 entries: 0.27 -0.08 1.01 -0.35 -0.12 -0.07 -0.09 -0.09

[3]
A molecular structure, C27H25ClN3O2OsPS. Source: the Open Molecules 2025 dataset; level of theory: the ωB97M-V functional and the def2-TZVPD basis.

Geometry as XYZ:
```
61
Properties=species:S:1:pos:R:3:forces:R:3
Os 1.155 0.404 0.050 -0.3 0.2 0.4
N 3.687 3.173 -2.123 0.1 0.1 -0.1
C 3.097 2.276 -1.364 -0.3 0.2 -0.1
S 1.384 2.454 -1.039 0.3 -0.2 0.1
N 3.887 1.306 -0.872 -0.2 0.1 0.1
N 3.234 0.435 -0.123 0.5 -0.3 0.1
C 4.044 -0.435 0.511 -0.1 0.1 0.0
C 3.677 -1.328 1.504 -0.3 0.0 0.1
C 4.703 -2.197 1.999 0.0 0.1 -0.1
C 4.458 -3.053 3.014 -0.2 -0.2 0.3
C 3.165 -3.074 3.617 0.3 -0.1 0.0
C 2.155 -2.254 3.194 -0.1 0.1 -0.1
C 2.366 -1.372 2.125 0.2 0.0 0.0
O 1.378 -0.601 1.757 0.1 0.1 -0.3
H 3.171 3.948 -2.511 0.0 0.0 0.0
H 4.681 3.108 -2.298 0.0 0.0 0.0
H 5.089 -0.375 0.229 0.0 0.0 -0.1
H 5.685 -2.155 1.542 0.0 0.0 0.0
H 5.235 -3.711 3.378 -0.1 0.0 0.0
H 2.979 -3.756 4.437 0.0 0.0 0.0
H 1.178 -2.260 3.660 0.0 0.0 0.0
Cl 0.727 -0.454 -2.654 -0.1 0.0 -0.2
C -0.847 0.251 -2.995 0.0 0.0 0.0
C -1.246 0.255 -4.319 0.0 0.0 -0.1
C -2.509 0.728 -4.637 0.0 0.0 0.0
C -3.364 1.173 -3.637 0.0 0.0 0.0
C -2.946 1.165 -2.319 -0.1 -0.1 0.0
C -1.667 0.720 -1.975 0.1 0.1 0.1
P -1.196 0.718 -0.226 -0.2 -0.2 -0.1
C -2.187 -0.620 0.483 0.1 -0.1 0.0
C -3.205 -0.427 1.410 0.0 0.0 0.0
C -3.950 -1.516 1.846 0.0 0.0 0.0
C -3.686 -2.787 1.360 0.0 0.0 0.0
C -2.680 -2.981 0.417 0.0 0.0 0.0
C -1.930 -1.901 -0.018 0.0 0.0 0.0
C -1.681 2.288 0.502 0.0 0.0 0.0
C -2.047 3.392 -0.264 0.0 0.1 0.0
C -2.357 4.592 0.361 0.0 0.0 0.0
C -2.294 4.695 1.743 0.0 0.0 0.0
C -1.898 3.606 2.509 0.0 0.0 0.0
C -1.585 2.406 1.892 0.1 0.0 0.0
H -0.582 -0.120 -5.087 0.0 0.0 0.0
H -2.827 0.737 -5.671 0.0 0.0 0.0
H -4.357 1.527 -3.885 0.0 0.0 0.0
H -3.620 1.505 -1.539 0.0 0.0 -0.1
H -3.438 0.562 1.781 0.0 0.0 0.0
H -4.746 -1.365 2.564 0.0 0.0 0.0
H -4.273 -3.629 1.704 0.0 0.0 0.0
H -2.497 -3.969 0.014 0.0 0.0 0.0
H -1.168 -2.040 -0.780 0.0 0.0 0.0
H -2.094 3.323 -1.345 0.0 0.0 0.1
H -2.652 5.446 -0.235 0.0 0.0 0.0
H -2.550 5.630 2.226 0.0 0.0 0.0
H -1.831 3.693 3.585 0.0 0.0 0.0
H -1.258 1.564 2.493 0.0 0.0 0.0
C 1.889 -3.232 -1.284 -0.1 0.1 0.1
O 1.340 -2.329 -0.307 0.1 -0.1 -0.1
H 1.141 -3.525 -2.020 0.0 0.0 0.0
H 2.298 -4.119 -0.802 0.0 0.0 0.0
H 2.694 -2.703 -1.790 0.0 0.0 0.0
H 0.673 -2.792 0.214 0.0 0.0 0.0
```
Positions in Å, forces in eV/Å.

Output
**Highest occupied orbital energy (alpha / beta)**: -14.11 / -14.44 eV
**DFT total energy**: -72068.2946 eV
**Net charge**: +2
**HOMO-LUMO gap (alpha / beta)**: 7.66 / 5.66 eV
**Spin multiplicity**: 5
**Expectation value of S²**: 6.049

Löwdin atomic charge list, values in e, 8 entries: 1.14 0.17 -0.74 0.66 0.05 -0.19 -0.01 -0.12

[4]
A molecular structure, C27H25N4O9S3W at a distorted geometry. Source: the Open Molecules 2025 dataset; level of theory: the ωB97M-V functional and the def2-TZVPD basis.

Geometry as XYZ:
```
69
Properties=species:S:1:pos:R:3:forces:R:3
W 1.101 -0.441 0.614 -1.2 -0.6 -0.8
O -3.591 -2.799 2.418 -1.0 -0.2 1.9
C -3.427 -1.699 3.191 -0.6 -0.5 0.3
C -4.175 -1.500 4.350 -1.2 -0.8 -0.6
C -4.160 -0.253 4.954 -0.3 -0.3 1.3
C -3.331 0.784 4.531 -0.1 0.1 -0.6
C -2.516 0.545 3.388 -1.3 1.5 3.1
C -2.536 -0.705 2.843 1.0 -0.4 -1.9
C -1.583 -0.955 1.760 1.1 1.7 -0.3
O -0.412 -0.295 1.923 -0.6 -1.0 -0.1
N -1.818 -1.590 0.678 0.9 -0.9 -0.8
N -0.642 -1.568 -0.157 -0.5 0.5 0.1
C -0.836 -1.893 -1.403 -2.3 0.2 0.0
C 0.113 -1.835 -2.473 -0.7 -0.5 0.7
C -0.350 -2.163 -3.766 2.9 0.5 -1.3
C 0.624 -2.258 -4.801 -1.7 0.1 2.5
C 1.958 -2.050 -4.484 0.3 0.1 -1.6
C 2.395 -1.802 -3.218 0.4 1.0 1.8
C 1.473 -1.657 -2.154 -0.2 -1.0 -2.4
O 1.872 -1.501 -0.925 0.3 0.4 1.5
H -2.986 -2.817 1.693 0.8 0.2 -1.1
H -4.909 -2.282 4.660 0.8 0.7 -0.2
H -4.828 -0.148 5.838 0.6 0.2 -0.8
H -3.401 1.748 5.083 0.3 -0.7 -0.8
H -1.947 1.382 3.022 0.4 -0.2 -0.4
H -1.919 -2.173 -1.712 1.8 0.3 0.8
H -1.378 -2.232 -4.025 -0.8 -0.3 0.2
H 0.321 -2.521 -5.777 -0.2 0.0 -1.0
H 2.640 -2.026 -5.346 0.0 -0.2 0.7
H 3.439 -1.581 -2.959 -0.4 -0.3 -0.4
C 3.806 1.796 0.983 -1.1 0.0 -0.3
C 3.152 2.023 2.302 -1.1 0.5 0.4
S 1.429 1.369 2.412 0.5 0.3 -0.5
C 1.525 0.329 3.892 1.1 -0.5 -0.9
C 2.491 -0.881 3.755 -1.9 0.1 -0.3
S 2.153 -2.121 2.370 0.5 1.6 0.4
C 3.904 -2.233 1.817 -0.5 -0.5 0.3
C 4.572 -0.968 1.355 -0.6 0.6 0.0
S 3.492 0.175 0.375 1.2 -1.0 -1.1
H 4.837 2.036 0.928 1.1 0.1 0.3
H 3.336 2.451 0.238 0.0 -0.2 0.0
H 3.024 3.078 2.386 -0.1 0.9 0.4
H 3.656 1.704 3.187 0.7 -0.5 0.4
H 0.506 -0.001 4.009 -0.3 0.0 0.4
H 1.858 1.012 4.678 -0.2 -0.4 0.2
H 2.410 -1.415 4.669 -0.1 -0.7 0.8
H 3.500 -0.596 3.672 1.2 0.5 -0.3
H 3.848 -2.928 0.988 0.1 -0.3 0.0
H 4.498 -2.658 2.651 -0.4 0.0 -0.5
H 5.405 -1.267 0.751 0.4 0.0 -0.7
H 5.008 -0.428 2.170 0.0 0.6 0.6
O -1.058 2.277 0.306 0.3 -0.5 0.3
C -0.614 1.731 -0.679 -0.5 0.7 -0.5
O 0.460 0.978 -0.756 0.7 -0.8 0.9
C -1.258 1.956 -2.029 0.1 0.1 1.3
C -2.475 2.665 -2.053 1.9 -0.8 1.0
C -3.012 2.876 -3.266 -2.4 0.0 -1.3
C -2.454 2.385 -4.452 0.4 0.2 1.1
C -1.221 1.751 -4.321 -1.0 -0.1 -2.3
C -0.624 1.469 -3.153 1.2 -0.1 1.5
N -0.617 1.131 -5.525 1.3 -0.4 0.1
O 0.607 0.962 -5.539 -1.3 0.4 0.2
O -1.369 0.748 -6.382 -0.4 0.1 -0.5
N -4.488 3.408 -3.291 1.5 0.1 0.4
O -4.934 3.864 -2.230 0.5 -0.9 -2.2
O -5.014 3.303 -4.384 -0.3 0.4 1.3
H -2.893 2.958 -1.105 -0.3 0.2 -0.1
H -2.962 2.445 -5.387 -0.2 0.1 -0.4
H 0.325 0.899 -3.088 -0.9 0.6 -0.1
```
Positions in Å, forces in eV/Å.

Output
**Highest occupied orbital energy (alpha / beta)**: -10.78 / -10.84 eV
**DFT total energy**: -87113.6049 eV
**Net charge**: +1
**HOMO-LUMO gap (alpha / beta)**: 7.66 / 6.74 eV
**Spin multiplicity**: 3
**Expectation value of S²**: 2.013

Löwdin atomic charge list, values in e, 8 entries: 1.33 0.10 -0.26 0.00 -0.09 -0.06 -0.01 -0.12